No. 1
This record from the OMol25 dataset describes a structure of composition C53H49FN3O3P2RuSbSe4Si. The level of theory is wB97M-V/def2-TZVPD.

```
118
Properties=species:S:1:pos:R:3
Ru 1.61236 -0.60902 -0.47005
C -0.25904 2.59128 -1.61335
Si 1.21846 1.77208 -0.71085
C 1.18436 2.37818 1.10195
C 1.64206 3.69078 1.13705
C 1.65176 4.41818 2.30975
C 1.22226 3.81878 3.48105
C 0.76996 2.51538 3.45935
C 0.76196 1.75768 2.28165
P -0.24314 0.20988 2.29565
C -0.06724 -0.26942 4.06235
C 1.19486 -0.28262 4.65405
C 1.33726 -0.65762 5.97345
C 0.22396 -1.02732 6.71195
C -1.03114 -1.00932 6.13005
C -1.18174 -0.63742 4.80365
C 0.79606 -1.25302 1.78075
C 2.20036 -1.37072 1.83075
C 2.79456 -2.64792 1.81045
C 2.02886 -3.78592 1.69585
C 0.63706 -3.67492 1.60415
C 0.03336 -2.43862 1.64725
C 2.82426 2.32348 -1.56535
C 2.86766 3.54808 -2.21495
C 4.01376 3.96058 -2.87085
C 5.12826 3.13988 -2.89675
C 5.09986 1.90688 -2.27105
C 3.95446 1.50078 -1.59595
P 3.88206 -0.08252 -0.69305
C 4.66956 0.33698 0.89335
C 4.40406 1.56098 1.50155
C 4.83446 1.79628 2.79595
C 5.53416 0.82068 3.48785
C 5.83446 -0.38272 2.86805
C 5.39796 -0.63212 1.58115
C 5.14486 -1.08302 -1.52575
C 6.48996 -0.79342 -1.27115
C 7.48056 -1.46792 -1.95755
C 7.14826 -2.43622 -2.89355
C 5.81876 -2.71872 -3.15895
C 4.82166 -2.03452 -2.48415
H -0.22934 3.65108 -1.38375
H -1.22474 2.22068 -1.28145
H -0.19134 2.47658 -2.69225
H 1.97226 4.15708 0.22185
H 1.97156 5.44868 2.30015
H 1.21676 4.37028 4.40995
H 0.41826 2.07608 4.38015
H 2.06596 0.02368 4.08805
H 2.31786 -0.65592 6.42525
H 0.34206 -1.32702 7.74095
H -1.89334 -1.28552 6.71475
H -2.16414 -0.62532 4.34995
H 2.81166 -0.51292 2.10515
H 3.86646 -2.72302 1.90875
H 2.49356 -4.76192 1.68115
H 0.04356 -4.57352 1.51825
H -1.04764 -2.36442 1.59355
H 1.99136 4.17758 -2.22415
H 4.03006 4.91628 -3.36865
H 6.02156 3.45068 -3.41445
H 5.96046 1.25588 -2.32685
H 3.87266 2.33378 0.96005
H 4.61186 2.74408 3.26355
H 5.85446 1.00288 4.50295
H 6.40196 -1.13262 3.39275
H 5.63406 -1.56822 1.09395
H 6.75896 -0.04552 -0.53755
H 8.51656 -1.23512 -1.75875
H 7.92606 -2.97412 -3.41355
H 5.56376 -3.47192 -3.89085
H 3.77876 -2.23242 -2.71555
C -4.84754 -1.24942 -4.93395
C -4.15084 0.04338 -4.52775
N -3.24874 -0.14392 -3.40135
C -1.93924 -0.24482 -3.66205
C -0.95224 -0.32822 -2.71795
C 0.46236 -0.21002 -3.26855
O 0.63336 -0.32792 -4.45915
O 1.42086 0.11458 -2.45655
C -1.31744 -0.37682 -1.34395
O -0.51394 -0.45952 -0.37475
C -2.73694 -0.29972 -1.06125
C -3.18214 -0.29082 0.26195
C -4.51094 -0.15932 0.55795
F -4.83504 -0.16482 1.86905
C -5.49634 -0.03112 -0.44195
C -5.03614 -0.04252 -1.75635
C -3.68604 -0.17482 -2.09645
N -6.85134 0.17808 -0.17405
C -7.87374 -0.48692 -0.95695
C -9.04234 0.48788 -1.18065
N -9.13504 1.40588 -0.01085
C -8.78504 0.69178 1.23915
C -7.28834 0.36568 1.20525
H -5.54374 -1.03772 -5.73985
H -5.39034 -1.69722 -4.10535
H -4.11754 -1.96932 -5.29395
H -4.86704 0.83098 -4.28075
H -3.54984 0.39688 -5.36645
H -1.63404 -0.22962 -4.69945
H -2.47054 -0.37422 1.07475
H -5.74804 0.06888 -2.55265
H -8.22364 -1.38542 -0.43185
H -7.48744 -0.81152 -1.91975
H -9.97534 -0.06732 -1.28315
H -8.89484 1.08868 -2.07845
H -10.07114 1.81908 0.04985
H -8.45324 2.16508 -0.13205
H -9.39004 -0.21312 1.30605
H -9.00604 1.31268 2.10785
H -7.11214 -0.52152 1.82545
H -6.71944 1.19448 1.63255
Se 0.47106 -4.73592 -4.53375
Sb 1.63486 -4.92952 -2.37715
Se 3.94816 -5.72532 -2.57045
Se 0.40526 -6.46332 -0.91295
Se 1.53916 -2.57962 -1.37685
```

**Frontier orbital gap (alpha / beta)**: 0.2342 / 0.1867 Eh
**Total charge**: +2
**Energy**: -13451.46173 hartree
**2S+1**: 5
**Energy relative to the best compared isomer or geometry (same formula, charge and spin)**: 93.4 kcal per mole
**Expectation value of S²**: 6.042

---

No. 2
This record from the OMol25 dataset describes a structure of composition C25H42N6O8PW. The level of theory is wB97M-V/def2-TZVPD.

```
83
Properties=species:S:1:pos:R:3
W -0.55236 -1.23132 -0.70215
O -1.96282 0.31448 0.11871
C -2.98648 -0.32074 0.93274
C -3.33227 -1.67250 0.34035
N -2.11042 -2.52735 0.19259
C -1.62427 -2.97068 1.52454
C -0.68487 -1.94639 2.15917
O -0.45675 -1.93416 3.33362
O -0.11984 -1.11855 1.28193
C -2.38054 -3.66267 -0.74277
C -1.53343 -3.59757 -2.01655
O -1.81759 -4.22392 -2.98957
O -0.42345 -2.85050 -1.90287
H -2.38142 0.67526 -0.68044
H -2.58070 -0.37760 1.93977
H -3.86739 0.31785 0.95936
H -4.07014 -2.18571 0.96192
H -3.75005 -1.53398 -0.65579
H -2.44765 -3.19257 2.20471
H -1.04893 -3.88905 1.39770
H -2.14873 -4.60958 -0.25447
H -3.43179 -3.69910 -1.01941
C -3.08770 -0.69974 -7.97779
O -3.20891 -0.97777 -6.57261
C -2.28690 -0.54689 -5.73560
C -1.14859 0.19768 -6.12938
C -0.25789 0.58944 -5.17652
C -0.41470 0.25628 -3.80474
C 0.56140 0.65365 -2.86644
C 1.64480 1.62924 -3.21585
O 0.61638 0.20181 -1.66775
C -1.58985 -0.46893 -3.43131
O -1.87410 -0.71188 -2.14736
C -2.49643 -0.85864 -4.38942
H -3.95522 -1.15949 -8.43673
H -2.17830 -1.14722 -8.37715
H -3.10158 0.37489 -8.15591
H -0.98470 0.45476 -7.16410
H 0.61026 1.15467 -5.48639
H 2.35476 1.17557 -3.91104
H 2.17250 1.91916 -2.31114
H 1.24047 2.51691 -3.69907
H -3.38361 -1.40882 -4.10904
C 3.83364 -4.60141 -0.13882
N 3.79464 -3.77286 -1.43973
C 4.77624 -2.59405 -1.27749
N 4.46563 -1.83534 -0.11871
C 4.50497 -2.67832 1.07717
N 3.55029 -3.78231 0.98513
C 2.15897 -3.33201 1.05128
P 1.77718 -2.21931 -0.37130
C 2.40359 -3.29503 -1.73690
C 3.21701 -1.07863 -0.23307
H 4.84068 -5.01276 -0.07542
H 3.10868 -5.40627 -0.25237
H 4.11434 -4.36242 -2.21131
H 4.70890 -1.99725 -2.18614
H 5.76751 -3.03921 -1.19615
H 4.27737 -2.07534 1.95374
H 5.50900 -3.08853 1.18747
H 1.99130 -2.79404 1.98593
H 1.49345 -4.19818 1.04390
H 2.41084 -2.74570 -2.67926
H 1.74901 -4.15658 -1.86291
H 3.08930 -0.44423 0.64534
H 3.24776 -0.42479 -1.10585
N -1.20498 7.53536 7.02803
C -0.15731 7.79118 5.97331
C -0.41115 6.86657 4.78674
N -0.49454 5.46195 5.14350
C -1.46078 5.22431 6.19972
C -1.24316 6.08496 7.44039
H -2.12183 7.80537 6.66339
H -1.03367 8.12713 7.84237
H 0.80481 7.59220 6.44438
H -0.21155 8.84365 5.70007
H 0.38304 7.01938 4.05788
H -1.34697 7.15653 4.29709
H 0.41408 5.07770 5.37152
H -1.43817 4.17759 6.49845
H -2.46302 5.41638 5.80157
H -0.28528 5.87711 7.91624
H -2.04003 5.96891 8.17307
```

**Frontier orbital gap (alpha / beta)**: 0.2935 / 0.2846 Eh
**Total charge**: +3
**Energy**: -2315.96879 hartree
**2S+1**: 3
**Energy relative to the best compared isomer or geometry (same formula, charge and spin)**: 7.8 kcal per mole
**Expectation value of S²**: 2.009

---

No. 3
This record from the OMol25 dataset describes a structure of composition C18H31CuN3NbO. The level of theory is wB97M-V/def2-TZVPD.

```
55
Properties=species:S:1:pos:R:3
N 1.00266 -1.98299 1.25560
C 1.44529 -2.78466 2.09625
O 1.83596 -3.87622 2.43384
Cu 1.06540 -1.47529 3.28351
Nb 0.05941 -0.53407 0.33054
N 0.24696 -0.79728 -1.62530
N 0.94874 1.14361 0.90870
C 1.46826 -0.86698 -2.48044
C 2.12803 1.57253 1.66239
C 1.15446 -1.43065 -3.87229
C 2.00892 0.55400 -2.63587
C 2.48827 -1.77010 -1.79985
C 1.82752 1.47407 3.15481
C 2.48565 3.03012 1.34850
C 3.29852 0.68227 1.28129
H 0.66421 -2.40886 -3.82218
H 2.11869 -1.55361 -4.38300
H 0.56285 -0.74388 -4.48775
H 1.31741 1.16610 -3.22890
H 2.97256 0.51672 -3.16338
H 2.15761 1.04924 -1.66234
H 2.76857 -1.44046 -0.78977
H 3.39449 -1.79203 -2.41612
H 2.11484 -2.79794 -1.71868
H 1.00166 2.14135 3.42943
H 2.74361 1.73683 3.70215
H 1.53730 0.43838 3.45910
H 1.71655 3.72178 1.70364
H 2.63711 3.18443 0.27455
H 3.42223 3.26440 1.87141
H 4.16170 0.97229 1.89457
H 3.55886 0.81020 0.22181
H 3.09606 -0.37961 1.47174
C -0.99791 -0.48848 -2.33759
H -1.85585 -0.46080 -1.65178
H -0.86974 0.47265 -2.86273
H -1.19646 -1.27614 -3.08791
C -0.19931 2.07983 0.95057
H -1.15265 1.53534 0.83163
H -0.25887 2.58346 1.92925
H -0.13189 2.83808 0.15315
C -1.86963 -1.01008 1.14736
C -3.29786 -0.69521 0.71268
C -4.32110 -1.54675 1.17659
C -5.65265 -1.28641 0.88785
C -5.99772 -0.17580 0.10380
C -4.99101 0.66763 -0.38287
C -3.64399 0.40813 -0.07465
H -1.67505 -0.64866 2.18235
H -1.67057 -2.10736 1.11926
H -4.04106 -2.41039 1.78697
H -6.42943 -1.95274 1.28205
H -7.04658 0.02600 -0.11973
H -5.24430 1.53719 -0.99295
H -2.86670 1.08679 -0.45124
```

**Frontier orbital gap**: 0.1985 Eh
**Total charge**: +2
**Energy**: -2640.76665 hartree

---

No. 4
This record from the OMol25 dataset describes a structure of composition C37H80BN3O12Zr. The level of theory is wB97M-V/def2-TZVPD.

```
134
Properties=species:S:1:pos:R:3
Zr 0.99309 -4.53609 -1.36653
B -0.20188 -2.58495 -1.57519
H 0.64214 -2.59735 -0.84938
H -0.43633 -1.52317 -1.92123
H -0.04896 -3.24002 -2.45953
H -1.06059 -3.03522 -1.01396
C 0.17535 3.26356 -0.19217
C 1.41431 4.17525 0.07805
C 2.53562 3.48558 0.82749
C 2.15279 3.14330 2.28185
N 3.28441 2.42960 3.02085
C 2.79406 2.03555 4.41040
C 3.78157 2.65210 5.42341
C 4.98146 3.08529 4.62616
C 4.39878 3.47553 3.27456
C 3.85906 1.25432 2.24582
C 2.74014 0.36793 1.67497
C 3.18313 -1.00855 1.16926
H 0.50805 2.25593 -0.44646
H -0.32725 3.70281 -1.05128
H -0.50208 3.22991 0.66094
H 1.04247 5.09178 0.53460
H 1.75243 4.33059 -0.94728
H 3.43611 4.10331 0.82215
H 2.80292 2.55504 0.32833
H 1.29437 2.47103 2.28567
H 1.82897 4.04056 2.80834
H 2.91776 0.95390 4.47650
H 1.72897 2.20613 4.54002
H 4.04052 1.90675 6.17389
H 3.42132 3.51927 5.97805
H 5.70654 2.28353 4.47801
H 5.50989 3.94719 5.02954
H 5.06982 3.48187 2.42069
H 3.84310 4.41100 3.30764
H 4.51422 0.60685 2.82520
H 4.39383 1.68787 1.40261
H 2.14406 0.85329 0.90405
H 2.06053 0.22477 2.52398
H 3.32554 -1.74257 1.96840
H 4.16522 -1.01177 0.69446
H 2.41607 -1.45795 0.54705
C -1.99424 -0.54016 0.49585
C -2.51004 -1.71638 1.35334
C -1.88176 -1.76069 2.72860
C -2.21623 -3.08966 3.39315
N -1.76013 -3.13216 4.84694
C -2.03775 -4.55090 5.38779
C -2.18676 -4.42472 6.88896
C -2.60473 -2.98480 7.14821
C -2.68761 -2.34219 5.77306
C -0.31025 -2.73186 5.08000
C 0.64447 -3.55411 4.24240
C 2.08363 -3.37081 4.82520
H -0.96005 -0.73905 0.22073
H -2.03498 0.34633 1.13588
H -2.60209 -0.49979 -0.40470
H -2.17809 -2.58409 0.77252
H -3.59731 -1.79893 1.35140
H -2.28870 -0.96832 3.36660
H -0.80297 -1.61372 2.66685
H -1.75248 -3.92843 2.86872
H -3.26575 -3.37944 3.43529
H -1.16718 -5.14596 5.12851
H -2.90707 -4.96843 4.88432
H -1.19974 -4.58497 7.32795
H -2.82950 -5.15784 7.36953
H -1.95601 -2.47786 7.85987
H -3.60670 -2.99920 7.57631
H -2.52090 -1.26981 5.68938
H -3.72153 -2.47093 5.44938
H -0.03457 -2.87904 6.12386
H -0.21355 -1.67329 4.84345
H 0.67811 -3.28171 3.18756
H 0.44005 -4.62168 4.29442
H 2.35377 -2.31543 4.73616
H 2.77082 -3.93215 4.19327
H 2.22258 -3.70230 5.85285
C -1.89920 0.45620 -3.28320
C -1.68861 1.95131 -3.19645
C -1.91258 2.58757 -4.55330
C -1.75471 4.12210 -4.45620
N -2.42031 4.91332 -5.56832
C -2.11585 6.39964 -5.51292
C -3.48266 7.12332 -5.43489
C -4.29250 6.12262 -4.67224
C -3.95276 4.82732 -5.43733
C -2.08483 4.36516 -6.96126
C -0.57507 4.35391 -7.28295
C -0.27097 3.94519 -8.71144
H -2.92891 0.10651 -3.21383
H -1.29918 -0.05018 -2.52631
H -1.52283 0.07707 -4.23764
H -0.69216 2.08227 -2.77302
H -2.41989 2.30695 -2.46404
H -2.91515 2.30661 -4.88116
H -1.19232 2.21728 -5.28271
H -0.70712 4.40722 -4.54823
H -2.17205 4.51237 -3.52888
H -1.61759 6.66898 -6.44310
H -1.42542 6.65197 -4.71112
H -3.86182 7.29871 -6.44099
H -3.27492 8.10466 -5.00958
H -5.35993 6.29950 -4.81659
H -4.09736 6.00535 -3.60802
H -4.48515 4.76584 -6.38497
H -4.26035 3.91888 -4.92128
H -2.65884 4.98829 -7.64665
H -2.48249 3.35279 -6.99616
H -0.23031 3.50422 -6.68066
H 0.01963 5.18690 -6.91053
H -0.80907 4.60532 -9.39534
H -0.52862 2.90992 -8.93045
H 0.78942 4.04312 -8.93925
O 4.88689 -3.01650 -1.18699
C 3.67596 -3.54216 -1.25867
O 2.85437 -3.34472 -2.18529
O 3.13855 -4.30538 -0.41775
H 4.98242 -2.59854 -2.05984
O 0.54942 -5.92227 2.50029
C 0.69398 -5.53200 1.21841
O 0.51905 -4.35614 0.82269
O 1.01852 -6.26369 0.26132
H 0.99589 -6.78823 2.44438
O 1.90079 -6.94080 -4.49341
C 1.72831 -5.99817 -3.59232
O 2.18653 -6.10387 -2.41751
O 0.97161 -4.99356 -3.62260
H 2.34781 -7.67090 -4.04306
O -2.85269 -6.60854 -1.60791
C -1.54798 -6.58546 -1.95867
O -1.01551 -7.49824 -2.59941
O -0.92203 -5.52180 -1.65197
H -3.17570 -7.49650 -1.80425
```

**Frontier orbital gap**: 0.2558 Eh
**Total charge**: +2
**Energy**: -2596.52068 hartree
**Energy relative to the best compared isomer or geometry (same formula, charge and spin)**: 0.0 kcal per mole

---

No. 5
This record from the OMol25 dataset describes a cluster of 5 separate species, H10O5 in total. The level of theory is wB97M-V/def2-TZVPD.

```
15
Properties=species:S:1:pos:R:3
O -2.98952 1.47016 3.00161
O -3.68600 -3.19738 -3.95028
O 3.75586 -2.05676 -1.48476
O -0.60479 4.83897 0.86510
O 3.66550 -1.77247 1.12061
H -2.79698 2.38102 3.22921
H -3.73200 -3.45495 -4.87397
H 3.14812 -1.92595 -0.75295
H -0.67734 5.73790 1.20745
H 3.00662 -1.16851 1.47954
H -3.93504 1.31810 2.97819
H -2.75286 -3.09564 -3.74358
H 4.67151 -2.01596 -1.22278
H -1.41716 4.78320 0.34778
H 4.34409 -1.84171 1.79885
```

**SMILES**: O.O.O.O.O
**Frontier orbital gap**: 0.4166 Eh
**Energy**: -382.16490 hartree
**Energy relative to the best compared isomer or geometry (same formula, charge and spin)**: 37.2 kcal per mole